Formula: C19H60N6O11
Source: the Open Molecules 2025 dataset
Level of theory: ωB97M-V/def2-TZVPD

Geometry (Å):
O 2.1069 2.1820 -1.1592
O 0.4340 -1.1859 4.2164
O 2.2106 0.1533 2.1089
O -5.3080 0.9513 -1.5306
O 0.3190 -4.4485 0.5061
O 0.6563 3.1842 0.9812
O 1.7624 0.3686 -2.9421
O -1.7086 3.0002 4.3161
O -4.8609 1.8055 1.0406
O 0.2158 0.2415 -0.0443
O 4.1043 -0.8750 -2.1127
N -1.4146 0.7105 4.5988
N -3.8997 -0.2995 1.5101
N -0.0930 1.7133 3.2313
N -0.3118 -0.6514 -2.8520
N -3.7679 1.2407 2.9909
N 0.4787 -0.2026 -4.7866
C -0.8119 -3.9452 0.6636
C 3.7689 -1.9366 -1.5487
C -4.3721 1.1413 -2.3097
C -0.5934 3.7580 0.7588
C 2.7474 3.9980 -2.2780
C 3.0899 2.9937 -1.1213
C -1.0987 1.8580 4.0454
C -1.1977 -3.2207 1.9112
C -3.0128 0.6894 -1.9141
C 0.6714 -0.1881 -3.5375
C 3.2171 0.2841 1.1143
C 4.7621 -2.8973 -2.2098
C -0.9916 -3.0782 -0.6128
C 2.2740 -2.4368 -1.5705
C -0.8596 0.0757 0.8521
C 4.4435 2.4150 -1.3264
C -4.6777 0.3158 -3.5257
C -0.2561 -2.1603 4.8943
C -4.1394 0.9512 1.8145
H -1.8770 -2.4384 -0.6304
H -1.2157 1.0145 1.1179
H 2.3084 1.6402 -1.9216
H 4.2608 1.6253 -2.0225
H -0.6571 4.5518 0.0352
H -0.8774 -3.6538 -1.5365
H -0.4664 -0.6345 -1.8270
H 4.9409 1.9894 -0.4597
H -5.2793 1.5005 -0.7887
H 3.5383 1.3205 0.9130
H 4.7291 -3.0459 -3.3110
H 0.3923 -5.2861 0.9618
H 5.7399 -2.4992 -1.9032
H 1.6729 -1.6550 -1.2065
H 3.0605 3.7063 -3.2613
H -3.5743 -1.0093 2.1522
H -0.2425 -2.2747 -0.5642
H -0.2652 -2.1536 5.9669
H -3.8649 0.3095 -4.2616
H -5.5756 0.3796 -4.0839
H 2.1550 -3.3013 -0.8975
H -0.7720 -0.1109 4.4431
H 3.2580 -0.4667 -2.3145
H -3.9801 2.1651 3.3038
H -2.9786 -0.3849 -1.5435
H -3.0069 0.7131 3.4475
H 4.5384 -3.8318 -1.7605
H 3.3493 4.9467 -2.1661
H 5.1282 3.0984 -1.8566
H 4.0009 -1.7282 -0.4972
H 1.3253 -1.1666 4.5893
H 4.0906 -0.3313 1.2553
H -4.7746 -0.7401 -3.2897
H -1.0100 -1.0494 -3.4245
H 1.7369 -2.6539 -2.5033
H -1.0280 -3.9290 2.6462
H -4.2400 -0.8057 0.6090
H -0.9113 4.2818 1.6248
H -1.3765 -4.8553 0.5080
H 0.0392 -3.1501 4.5317
H -1.6133 -0.3883 0.2550
H -2.4272 0.8788 -2.7721
H 1.7342 4.2492 -2.2861
H -0.3362 -0.6029 -5.1908
H 0.9541 2.9109 0.0948
H -2.1771 -2.8814 1.6919
H -4.4025 2.1701 -2.4833
H -1.3554 -2.1155 4.6504
H 2.1757 -0.6897 2.4999
H 0.8924 0.7018 0.4499
H 1.2355 0.2170 -5.3568
H -2.5986 1.3483 -1.1281
H -0.4423 -2.5181 2.0442
H -2.0475 0.6833 5.4395
H 2.8182 -0.0347 0.1989
H -1.3730 3.0458 0.4083
H 3.0112 3.5612 -0.1944
H 0.3782 0.8305 3.0054
H -0.6179 -0.5103 1.7717
H 0.0137 2.5520 2.6549

Output
* gap between HOMO and LUMO: 8.8043 eV
* ΔE to the lowest compared entry with this formula, charge and spin: 699.9 kJ/mol
* SMILES: NC(N)=O.NC(N)=O.NC(N)=O.CC(C)O.CC(C)O.CC(C)O.CC(C)O.CO.CO.CO.CO
* E: -1915.8278 Eh
* multiplicity: 1

***

Formula: C28H56O25
Source: the Open Molecules 2025 dataset
Level of theory: ωB97M-V/def2-TZVPD

Geometry (Å):
O -0.1624 2.8362 -5.2883
O -6.7272 -1.0515 3.3989
O 1.2797 -1.2377 -4.8482
O 5.6301 -0.9278 -0.2422
O -3.5180 -0.5296 -2.3246
O -4.0053 -0.1115 -4.5643
O -4.5064 -0.8545 3.0900
O -0.2056 5.1912 -5.0801
O -3.2183 -2.1106 -4.0621
O 0.7560 3.7320 -3.4847
O 2.7704 -6.7294 1.9614
O -1.8514 1.8579 5.6227
O 5.8156 -3.1041 -0.8047
O -0.6878 0.5138 1.1411
O 0.8218 4.9216 2.1100
O 2.7921 4.0553 2.8118
O -5.7161 0.9612 3.7053
O 0.9173 -5.5790 2.4276
O 2.0835 -5.1047 0.5686
O 4.4922 -2.6039 0.8513
O 0.3215 1.5317 5.7010
O 2.3377 4.7118 0.6971
O -0.6856 2.5804 7.4293
O 0.3810 -2.8455 -3.5744
O 2.5908 -2.8755 -4.3910
C -5.6425 -0.2060 3.4502
C -0.7324 2.0421 6.3091
C 1.8768 -5.7253 1.7144
C 0.1154 4.0359 -4.6892
C 5.3371 -2.1414 -0.0996
C 0.3254 5.3864 3.4102
C 3.6947 4.6735 0.3041
C -3.0845 2.4457 6.1641
C -3.5751 -0.9265 -3.5414
C 6.4404 -2.8108 -2.0824
C 1.0328 -4.2612 0.0970
C 0.8273 4.7597 -2.4598
C 0.2593 1.2625 -0.7525
C 2.0205 4.5247 1.9388
C 0.1577 -0.4044 -4.7967
C 0.4246 1.4611 4.3365
C 1.2883 -2.3888 -4.2338
C -3.3128 -0.1209 2.9909
C 2.6173 -7.4402 3.2139
C -0.9629 -0.4195 0.0601
C -0.2031 0.0186 -1.2217
C -7.9338 -0.6355 3.9653
C -0.6690 2.7419 -6.6054
C 2.9821 -3.7837 -3.4019
C -2.8455 -3.1135 -3.2043
C 0.4225 1.3224 0.7904
C 4.0890 -1.7659 1.9366
C -4.5558 1.1368 -4.2119
H -3.8774 2.3731 5.4197
H 2.4978 -4.7381 -3.6089
H -3.3231 1.9211 7.0892
H -0.6896 -1.4344 0.3489
H 5.8424 -2.1245 -2.6819
H 4.4409 4.9599 1.0453
H -7.7209 0.0002 4.8248
H 1.5371 4.4014 -1.7142
H -2.0156 -0.4299 -0.2227
H -2.5527 -0.7523 2.5310
H -2.9728 3.4825 6.4814
H 4.0681 -3.8016 -3.3098
H -2.9303 0.2023 3.9591
H 4.9474 -1.4668 2.5380
H 0.4006 2.3604 1.1223
H 1.2370 1.4764 -1.1845
H -5.5656 0.9355 -3.8543
H 2.4209 -6.9068 4.1440
H -0.1138 4.9893 -1.9601
H 0.2788 4.5457 4.1024
H -0.1161 3.3578 -7.3146
H 3.7723 5.3543 -0.5436
H 0.0550 0.2965 -3.9682
H 0.1623 0.1234 -5.7504
H 1.2511 -3.9756 -0.9320
H 3.4016 -2.3488 2.5497
H 3.6320 -0.8642 1.5289
H 1.8092 -8.1669 3.1311
H 0.6310 -0.6193 -1.5140
H 1.4851 1.3770 4.0990
H -0.6013 5.9601 3.4183
H -0.4848 2.0338 -0.9508
H -3.6916 -3.2401 -2.5290
H 7.3908 -2.2864 -1.9830
H 3.8857 3.6525 -0.0263
H 1.0345 -3.3010 0.6128
H -0.8608 1.7368 -6.9809
H 0.0226 2.3351 3.8240
H -2.0272 -2.8265 -2.5439
H -4.5997 1.7254 -5.1282
H 1.2848 0.7947 1.1979
H -4.0451 1.8048 -3.5183
H -1.7003 3.0940 -6.5842
H -0.1285 0.5887 3.9883
H -8.5065 -1.4802 4.3481
H -2.6114 -4.0225 -3.7584
H 6.4926 -3.7255 -2.6728
H -3.5233 0.6824 2.2848
H 1.2296 5.7286 -2.7558
H 3.5717 -7.9224 3.4253
H 1.0949 6.0157 3.8574
H -8.5071 0.0096 3.2994
H 2.7633 -3.2376 -2.4843
H -0.7499 -1.0069 -4.8337
H 0.0518 -4.7184 -0.0318
H -0.8767 0.1818 -2.0629

Output
* gap between HOMO and LUMO (spin up / spin down): 10.0035 / 3.8095 eV
* expectation value of S²: 0.754
* total charge: +1
* E: -2981.0154 Eh
* multiplicity: 2